1.
Here is a structure of composition C25H24BBrN15OSn from OMol25. Energies are from the ωB97M-V functional and the def2-TZVPD basis.

Its gap between HOMO and LUMO (alpha / beta) is 5.90 / 5.40 eV. As for the spin multiplicity: 2. The energy relative to the best compared isomer or geometry (same formula, charge and spin) comes out at 53.00 kcal per mole. For the HOMO energy (alpha / beta), the calculation gives -19.7 / -19.7 eV. As for the net charge: +4. Its expectation value of S² is 0.763. The calculation puts the LUMO energy (alpha / beta) at -13.8 / -14.3 eV.

CARTESIAN COORDINATES (ANGSTROEM)
Sn1 0.199 0.049 0.220
C1 0.071 -0.291 4.684
C2 0.474 0.305 3.505
N1 -0.202 -0.219 2.471
N2 -1.046 -1.172 2.960
C3 -0.878 -1.220 4.300
B1 -1.943 -1.992 1.995
N3 -2.713 -1.025 1.088
C4 -4.040 -0.867 0.899
C5 -4.246 0.124 -0.040
C6 -2.969 0.546 -0.387
N4 -2.056 -0.150 0.299
N5 -0.995 -2.842 1.123
C7 -0.809 -4.174 1.053
C8 0.172 -4.445 0.118
C9 0.563 -3.200 -0.348
N6 -0.143 -2.237 0.264
N7 -2.958 -2.922 2.734
C10 -3.759 -3.805 2.169
C11 -4.471 -4.496 3.212
C12 -4.012 -3.906 4.416
N8 -3.200 -2.929 4.112
H1 0.418 -0.088 5.683
H2 1.199 1.088 3.351
H3 -1.447 -1.901 4.900
H4 -4.781 -1.430 1.441
H5 -5.186 0.492 -0.413
H6 -2.674 1.309 -1.090
H7 -1.350 -4.871 1.670
H8 0.552 -5.408 -0.180
H9 1.309 -2.966 -1.089
H10 -3.825 -3.945 1.098
H11 -5.269 -5.221 3.117
H12 -4.339 -4.102 5.427
O1 6.823 -0.368 -0.154
C13 5.529 -0.273 -0.284
C14 4.726 -1.110 -1.080
C15 3.367 -0.949 -1.045
N9 2.758 0.003 -0.311
C16 3.532 0.829 0.414
Br1 2.635 2.191 1.346
C17 4.892 0.748 0.453
H13 7.255 -1.094 -0.627
H14 5.157 -1.876 -1.711
H15 2.717 -1.572 -1.644
H16 5.503 1.438 1.018
N10 -0.875 3.167 1.804
C18 -0.539 3.466 0.545
N11 -0.449 4.709 0.173
C19 -0.166 5.019 -1.099
N12 -0.080 6.265 -1.487
N13 0.009 4.025 -2.027
C20 -0.082 2.807 -1.612
N14 -0.318 2.436 -0.346
C21 -0.003 1.736 -2.634
C22 -0.043 2.069 -3.982
C23 -0.123 1.047 -4.917
C24 -0.126 -0.275 -4.493
C25 -0.032 -0.529 -3.136
N15 0.019 0.469 -2.246
H17 -1.086 3.914 2.449
H18 -1.036 2.212 2.070
H19 -0.199 7.029 -0.837
H20 0.115 6.484 -2.452
H21 -0.026 3.113 -4.255
H22 -0.202 1.285 -5.971
H23 -0.197 -1.095 -5.194
H24 -0.015 -1.542 -2.755

2.
Here is a structure of composition C25H24IN8O2Tc from OMol25. Energies are from the ωB97M-V functional and the def2-TZVPD basis.

Its gap between HOMO and LUMO (alpha / beta) is 7.55 / 5.97 eV. As for the spin multiplicity: 4. The energy relative to the best compared isomer or geometry (same formula, charge and spin) comes out at 0.00 kcal per mole. For the HOMO energy (alpha / beta), the calculation gives -16.6 / -16.7 eV. As for the net charge: +3. Its expectation value of S² is 3.774. The calculation puts the LUMO energy (alpha / beta) at -9.0 / -10.7 eV.

CARTESIAN COORDINATES (ANGSTROEM)
Tc1 0.864 0.404 -0.392
C1 -2.241 -1.158 -3.448
C2 -2.714 -0.923 -2.049
N1 -3.997 -1.094 -1.774
C3 -4.445 -0.932 -0.527
C4 -3.652 -0.587 0.553
C5 -4.262 -0.463 1.929
O1 -3.546 -1.241 2.887
C6 -2.278 -0.367 0.293
C7 -1.402 -0.107 1.408
N2 -0.109 0.056 1.397
C8 0.569 0.054 2.675
C9 0.011 -0.572 3.789
C10 0.670 -0.554 5.008
C11 1.905 0.061 5.141
C12 2.502 0.646 4.034
C13 1.832 0.624 2.822
I1 2.833 1.491 1.193
C14 -1.830 -0.538 -1.027
O2 -0.533 -0.362 -1.354
H1 -3.100 -1.355 -4.082
H2 -1.570 -2.018 -3.491
H3 -1.700 -0.294 -3.837
H4 -5.506 -1.106 -0.387
H5 -5.308 -0.763 1.880
H6 -4.250 0.580 2.260
H7 -4.102 -1.960 3.205
H8 -1.888 -0.095 2.376
H9 -0.929 -1.108 3.729
H10 0.211 -1.042 5.858
H11 2.416 0.072 6.094
H12 3.477 1.106 4.122
N3 1.991 0.526 -2.232
C15 2.771 -0.697 -2.450
C16 3.543 -0.893 -3.559
C17 4.269 -2.094 -3.706
C18 4.202 -3.063 -2.747
C19 3.402 -2.880 -1.592
C20 3.284 -3.845 -0.569
C21 2.486 -3.595 0.515
C22 1.799 -2.380 0.588
N4 1.884 -1.447 -0.350
C23 2.681 -1.678 -1.447
H13 2.603 1.340 -2.267
H14 1.316 0.648 -2.989
H15 3.604 -0.133 -4.329
H16 4.878 -2.236 -4.587
H17 4.757 -3.986 -2.857
H18 3.826 -4.780 -0.653
H19 2.372 -4.313 1.314
H20 1.163 -2.164 1.436
N5 -2.302 5.111 -1.748
C24 -1.532 5.394 -0.703
N6 -1.654 6.538 -0.058
N7 -0.588 4.550 -0.253
C25 -0.270 3.372 -0.488
N8 0.110 2.259 -0.590
H21 -2.989 5.761 -2.097
H22 -2.175 4.253 -2.256
H23 -2.309 7.252 -0.337
H24 -1.047 6.724 0.725

3.
Here is a structure of composition C25H24MnN5O7S3 from OMol25. Energies are from the ωB97M-V functional and the def2-TZVPD basis.

Its gap between HOMO and LUMO (alpha / beta) is 7.05 / 6.17 eV. As for the spin multiplicity: 4. For the HOMO energy (alpha / beta), the calculation gives -10.9 / -11.1 eV. As for the net charge: +1. Its expectation value of S² is 3.868. The calculation puts the LUMO energy (alpha / beta) at -3.8 / -5.0 eV.

CARTESIAN COORDINATES (ANGSTROEM)
Mn1 -0.471 0.025 0.008
O1 2.907 -0.892 -4.174
C1 3.590 -1.192 -3.065
C2 4.866 -1.727 -3.246
C3 5.648 -2.048 -2.163
C4 5.187 -1.854 -0.852
C5 3.928 -1.350 -0.660
C6 3.102 -1.008 -1.751
C7 1.772 -0.512 -1.472
O2 1.341 -0.474 -0.275
N1 0.989 -0.099 -2.512
N2 -0.116 0.496 -2.122
C8 -1.122 0.519 -3.066
S1 -2.345 1.611 -2.947
C9 -3.740 -1.269 -3.304
C10 -2.841 -1.078 -4.524
S2 -1.078 -0.809 -4.221
H1 2.039 -0.526 -3.920
H2 5.215 -1.874 -4.262
H3 6.636 -2.464 -2.328
H4 5.813 -2.107 -0.006
H5 3.540 -1.210 0.340
H6 -4.066 -0.309 -2.922
H7 -4.608 -1.858 -3.574
H8 -3.255 -0.273 -5.128
H9 -2.816 -1.992 -5.117
O3 -5.937 -1.631 -1.202
C11 -5.849 -0.342 -0.829
O4 -6.799 0.379 -0.870
C12 -4.524 0.160 -0.357
C13 -4.396 1.269 0.454
N3 -3.092 1.421 0.711
N4 -2.367 0.489 0.130
C14 -3.207 -0.276 -0.538
C15 -2.482 -1.349 -1.278
O5 -3.060 -2.025 -2.231
O6 -1.333 -1.581 -0.948
H10 -5.121 -2.123 -1.052
H11 -5.159 1.934 0.835
H12 -2.630 2.144 1.240
C16 -0.599 -1.152 1.695
C17 0.053 -0.567 2.895
C18 -0.531 0.488 3.595
C19 0.078 1.041 4.706
C20 1.301 0.537 5.148
C21 1.891 -0.528 4.472
C22 1.270 -1.065 3.356
C23 1.953 1.129 6.297
N5 2.470 1.619 7.201
H13 -1.665 -1.317 1.836
H14 -0.120 -2.069 1.365
H15 -1.486 0.880 3.261
H16 -0.385 1.856 5.247
H17 2.830 -0.933 4.831
H18 1.734 -1.894 2.830
C24 2.452 1.741 1.930
S3 1.501 2.352 0.564
C25 1.303 4.025 1.099
O7 0.073 1.789 0.742
H19 3.477 2.110 1.827
H20 2.432 0.658 1.848
H21 1.999 2.066 2.870
H22 2.297 4.463 1.215
H23 0.760 4.017 2.045
H24 0.749 4.556 0.327

4.
Here is a cluster of 2 separate species, C25H24N4O2 in total from OMol25. Energies are from the ωB97M-V functional and the def2-TZVPD basis.

Its gap between HOMO and LUMO is 5.58 eV. The energy relative to the best compared isomer or geometry (same formula, charge and spin) comes out at 38.94 kcal per mole. For the HOMO energy, the calculation gives -6.9 eV. The calculation puts the LUMO energy at -1.3 eV.

CARTESIAN COORDINATES (ANGSTROEM)
N1 1.372 -1.148 2.157
C1 1.668 0.164 1.866
O1 2.799 0.605 1.654
N2 0.605 1.067 1.827
C2 -0.746 0.830 2.095
O2 -1.549 1.764 2.060
C3 -0.977 -0.552 2.392
C4 0.097 -1.415 2.437
H1 0.887 2.018 1.634
H2 -1.976 -0.894 2.601
H3 -0.110 -2.452 2.729
C5 5.323 -0.187 0.660
C6 4.797 -1.441 0.135
N3 4.881 -1.743 -1.187
C7 5.366 -0.835 -2.215
C8 4.464 -3.057 -1.407
C9 4.104 -3.614 -0.156
C10 3.763 -4.957 -0.111
C11 3.662 -5.675 -1.311
C12 3.892 -5.056 -2.553
C13 4.338 -3.727 -2.613
C14 4.191 -2.535 0.832
C15 3.692 -2.532 2.133
C16 3.251 -3.680 2.842
C17 3.820 -4.306 3.983
C18 5.103 -4.021 4.652
N4 3.032 -5.358 4.352
C19 3.358 -6.303 5.407
C20 1.931 -5.463 3.498
C21 2.051 -4.432 2.533
C22 1.120 -4.344 1.507
C23 0.071 -5.272 1.471
C24 -0.028 -6.295 2.432
C25 0.906 -6.399 3.474
H4 5.137 -0.178 1.735
H5 6.404 -0.085 0.475
H6 4.800 0.670 0.214
H7 5.091 -1.235 -3.194
H8 4.906 0.154 -2.085
H9 6.459 -0.717 -2.179
H10 3.598 -5.431 0.852
H11 3.385 -6.730 -1.279
H12 3.724 -5.612 -3.475
H13 4.553 -3.204 -3.544
H14 3.710 -1.583 2.662
H15 5.501 -3.098 4.222
H16 4.978 -3.885 5.735
H17 5.847 -4.819 4.488
H18 2.485 -6.936 5.588
H19 4.208 -6.945 5.124
H20 3.622 -5.769 6.329
H21 1.234 -3.544 0.776
H22 -0.677 -5.194 0.680
H23 -0.847 -7.011 2.367
H24 0.850 -7.157 4.253

Calculated M, 760.00; 693.43; 657.63; 412.49 g mol⁻¹ (same order as the records).
Calculated electronic energy, -127227.320; -52606.648; -111916.227; -36369.989 eV (same order as the records).